Density functional theory data (ωB97M-V with the def2-TZVPD basis set) for a cluster of 11 separate species, C11H44N12O11 in total in a non-equilibrium geometry.

Element x y z (Å)
N 0.218 4.161 3.268
C 0.793 3.003 2.725
N 0.249 1.751 2.926
O 1.814 3.013 2.080
H -0.189 3.906 4.157
H 0.977 4.783 3.564
H -0.651 1.662 3.416
H 0.666 0.838 2.707
N 2.979 -0.776 1.113
C 2.772 -2.049 0.657
N 2.059 -2.830 1.501
O 3.196 -2.452 -0.417
H 2.575 -0.473 1.987
H 3.660 -0.222 0.570
H 1.356 -2.426 2.114
H 1.803 -3.735 1.158
N -1.033 -2.557 4.728
C -1.010 -1.595 3.668
N -2.228 -1.191 3.154
O 0.081 -1.172 3.296
H -0.175 -2.747 5.226
H -1.799 -2.574 5.356
H -3.080 -1.482 3.527
H -2.044 -0.597 2.410
N 0.991 2.348 -0.676
C 0.724 2.659 -1.955
N 1.630 3.553 -2.522
O -0.192 2.175 -2.618
H 0.507 1.509 -0.305
H 1.423 2.898 0.045
H 2.484 3.576 -1.983
H 1.533 3.785 -3.490
N 0.134 -0.549 -0.228
C -1.262 -0.820 -0.565
N -1.638 -0.109 -1.638
O -2.059 -1.540 0.025
H 0.584 -1.283 0.319
H 0.700 -0.190 -1.014
H -2.506 -0.350 -2.035
H -1.210 0.717 -1.939
N -1.545 -4.077 1.598
C -0.538 -4.527 0.759
N -0.457 -3.978 -0.471
O 0.318 -5.273 1.255
H -1.308 -4.218 2.562
H -1.886 -3.128 1.361
H -0.889 -3.086 -0.487
H 0.432 -3.990 -0.945
C -1.104 0.273 -4.929
O 0.278 0.567 -4.722
H -1.245 0.045 -6.022
H -1.424 -0.536 -4.313
H -1.703 1.117 -4.687
H 0.382 1.251 -3.986
C 3.328 -0.136 -2.612
O 1.927 0.135 -2.414
H 3.866 0.288 -1.725
H 3.533 -1.217 -2.445
H 3.742 0.150 -3.524
H 1.513 0.106 -3.282
C -3.831 3.826 2.579
O -3.550 2.500 2.909
H -3.995 3.966 1.514
H -4.692 4.146 3.240
H -3.007 4.470 2.821
H -3.401 1.924 2.124
C 1.582 -6.191 -2.183
O 1.616 -4.789 -2.525
H 0.809 -6.336 -1.451
H 1.462 -6.847 -3.086
H 2.494 -6.422 -1.672
H 2.542 -4.536 -2.504
C -1.847 5.567 -0.973
O -1.132 5.031 -2.088
H -1.953 6.678 -1.087
H -2.758 5.148 -0.720
H -1.188 5.433 -0.068
H -1.202 4.050 -2.112

Values from the calculation:
Net charge ... 0
Maximum force ... 4.11 eV/Å
M ... 520.55 g/mol
Energy relative to the best compared isomer or geometry (same formula, charge and spin) ... 7.3 kcal/mol
Lowest unoccupied orbital energy ... 0.1 eV
Gap between HOMO and LUMO ... 0.34287 Eh
SMILES ... NC(N)=O.NC(N)=O.NC(N)=O.NC(N)=O.NC(N)=O.NC(N)=O.CO.CO.CO.CO.CO
Highest occupied orbital energy ... -0.3403 Eh
E ... -52528.4428 eV


Density functional theory data (ωB97M-V with the def2-TZVPD basis set) for a cluster of 11 separate species, C11H44N22O11 in total in a non-equilibrium geometry.

Element x y z (Å)
C -0.295 0.652 0.053
O -0.801 1.408 0.821
N -0.307 0.770 -1.245
N 0.412 -0.406 0.294
H -0.871 1.508 -1.643
H 0.433 0.214 -1.649
H 0.497 -0.640 1.273
H 0.637 -1.072 -0.431
C 1.703 -1.602 3.844
O 1.284 -0.978 2.925
N 2.942 -1.916 3.765
N 1.166 -2.002 4.940
H 3.270 -2.696 4.317
H 3.389 -1.596 2.918
H 1.665 -2.617 5.566
H 0.158 -1.970 4.980
C 0.909 1.507 -5.396
O 1.999 1.685 -5.912
N 0.639 0.517 -4.523
N -0.231 2.190 -5.566
H -0.260 0.308 -4.113
H 1.281 -0.200 -4.216
H -0.019 3.064 -6.026
H -1.141 1.805 -5.359
C 0.098 -4.932 1.566
O 0.716 -5.606 0.835
N 0.182 -5.016 2.832
N -0.755 -4.040 1.167
H 0.801 -5.738 3.173
H -0.561 -4.561 3.343
H -0.907 -3.213 1.728
H -0.805 -3.917 0.166
C -0.159 3.609 4.080
O -1.148 3.234 4.734
N 0.590 2.872 3.382
N 0.248 4.828 4.099
H 0.172 1.979 3.167
H 1.420 3.206 2.913
H 0.826 5.162 3.341
H -0.419 5.430 4.559
C 1.697 -2.352 -2.995
O 1.725 -1.602 -2.100
N 2.753 -2.532 -3.779
N 0.497 -2.769 -3.405
H 2.728 -3.037 -4.654
H 3.587 -2.102 -3.404
H 0.516 -3.387 -4.204
H -0.349 -2.621 -2.874
C 4.449 -3.184 0.846
O 5.652 -3.203 1.026
N 3.739 -4.238 1.059
N 3.825 -2.198 0.363
H 4.241 -4.888 1.647
H 2.730 -4.197 1.038
H 4.240 -1.305 0.137
H 2.841 -2.145 0.145
C -2.977 -1.781 -1.230
O -1.941 -2.419 -1.320
N -4.142 -2.346 -0.875
N -3.218 -0.491 -1.259
H -4.243 -3.350 -0.919
H -4.942 -1.771 -0.656
H -2.397 -0.024 -1.615
H -4.115 -0.078 -1.043
C -2.461 3.881 -1.092
O -2.012 3.205 -1.989
N -2.162 3.844 0.159
N -3.306 4.789 -1.175
H -1.559 3.059 0.362
H -2.348 4.590 0.814
H -3.965 5.031 -0.450
H -3.649 4.818 -2.125
C -3.210 -0.246 3.037
O -4.131 -0.618 3.685
N -2.918 0.949 2.574
N -2.284 -1.134 2.628
H -2.148 1.213 1.976
H -3.643 1.637 2.718
H -2.191 -1.905 3.274
H -1.615 -0.784 1.957
C 1.343 4.687 -2.735
O 2.077 5.612 -2.891
N 0.082 4.849 -2.975
N 1.658 3.481 -2.232
H -0.484 4.101 -2.600
H -0.235 5.631 -3.530
H 2.519 3.366 -1.716
H 0.983 2.733 -2.303

Values from the calculation:
Net charge ... -1
Maximum force ... 10.16 eV/Å
2S+1 ... 2
M ... 660.62 g/mol
Energy relative to the best compared isomer or geometry (same formula, charge and spin) ... 22.9 kcal/mol
Lowest unoccupied orbital energy (alpha / beta) ... 1.9 / 1.8 eV
Gap between HOMO and LUMO (alpha / beta) ... 0.06055 / 0.32564 Eh
Expectation value of S² ... 0.750
Highest occupied orbital energy (alpha / beta) ... 0.0080 / -0.2604 Eh
E ... -67431.6398 eV


Density functional theory data (ωB97M-V with the def2-TZVPD basis set) for a cluster of 11 separate species, C11H44N22O11 in total in a non-equilibrium geometry.

Element x y z (Å)
N -10.108 -12.388 3.436
C -9.190 -11.934 2.545
N -8.641 -10.718 2.863
O -8.706 -12.636 1.663
H -10.303 -11.883 4.289
H -10.424 -13.331 3.314
H -7.736 -10.467 2.519
H -9.044 -10.082 3.528
N -10.542 -8.339 8.276
C -11.740 -7.701 8.359
N -12.509 -7.994 9.443
O -12.122 -6.955 7.452
H -10.014 -8.245 7.427
H -10.123 -8.695 9.116
H -12.175 -8.614 10.157
H -13.457 -7.676 9.507
N -13.386 -6.784 4.838
C -14.626 -6.236 4.999
N -14.980 -5.992 6.302
O -15.403 -6.009 4.078
H -12.838 -7.023 5.650
H -13.058 -6.870 3.894
H -15.959 -5.804 6.420
H -14.429 -6.369 7.053
N -8.445 -5.859 8.059
C -8.093 -5.958 6.735
N -8.805 -5.108 5.921
O -7.332 -6.856 6.384
H -9.263 -5.341 8.317
H -7.989 -6.538 8.638
H -9.743 -4.927 6.242
H -8.705 -5.344 4.946
N -8.243 -3.206 -2.225
C -7.382 -3.970 -1.489
N -7.722 -4.142 -0.168
O -6.433 -4.543 -2.007
H -8.059 -3.033 -3.194
H -9.033 -2.725 -1.835
H -7.053 -4.640 0.389
H -8.409 -3.482 0.148
N -3.718 -6.905 5.146
C -3.974 -8.213 5.538
N -5.266 -8.589 5.256
O -3.232 -8.834 6.273
H -2.787 -6.608 5.374
H -4.341 -6.458 4.499
H -5.793 -9.288 5.739
H -5.815 -7.991 4.662
N -13.286 -10.079 6.397
C -12.314 -11.027 6.115
N -12.588 -12.242 6.663
O -11.251 -10.761 5.572
H -13.169 -9.208 5.897
H -13.505 -9.965 7.373
H -11.929 -12.976 6.467
H -13.500 -12.512 6.979
N -5.650 -7.496 1.006
C -5.630 -6.405 1.812
N -4.997 -5.322 1.249
O -6.156 -6.339 2.924
H -5.952 -8.398 1.326
H -5.167 -7.501 0.125
H -4.907 -4.484 1.794
H -4.415 -5.461 0.442
N -8.995 -6.259 2.525
C -9.947 -6.946 3.191
N -9.445 -7.739 4.185
O -11.147 -6.919 2.916
H -9.189 -5.697 1.713
H -7.996 -6.292 2.738
H -10.079 -8.407 4.593
H -8.455 -7.908 4.255
N -14.607 -6.185 0.927
C -14.944 -5.347 -0.091
N -15.971 -5.773 -0.898
O -14.303 -4.335 -0.373
H -13.693 -6.069 1.328
H -15.208 -6.899 1.291
H -16.333 -6.694 -0.751
H -16.079 -5.234 -1.735
N -11.024 -6.790 -0.121
C -11.255 -7.557 -1.224
N -11.409 -6.839 -2.387
O -11.112 -8.766 -1.262
H -10.887 -7.188 0.792
H -11.264 -5.817 -0.031
H -11.423 -7.312 -3.268
H -11.571 -5.850 -2.334

Values from the calculation:
Net charge ... 0
Maximum force ... 2.24 eV/Å
M ... 660.62 g/mol
Energy relative to the best compared isomer or geometry (same formula, charge and spin) ... 35.5 kcal/mol
Lowest unoccupied orbital energy ... -0.2 eV
Gap between HOMO and LUMO ... 0.33154 Eh
SMILES ... NC(N)=O.NC(N)=O.NC(N)=O.NC(N)=O.NC(N)=O.NC(N)=O.NC(N)=O.NC(N)=O.NC(N)=O.NC(N)=O.NC(N)=O
Highest occupied orbital energy ... -0.3406 Eh
E ... -67437.1559 eV


Density functional theory data (ωB97M-V with the def2-TZVPD basis set) for a cluster of 11 separate species, C11H44N22O11 in total in a non-equilibrium geometry.

Element x y z (Å)
N 6.633 -3.637 4.766
C 6.314 -3.010 3.693
N 5.887 -3.834 2.805
O 6.086 -1.783 3.705
H 7.065 -4.545 4.670
H 6.511 -3.200 5.668
H 6.017 -4.834 2.844
H 5.216 -3.382 2.199
N -8.627 0.078 -2.374
C -7.751 0.653 -3.153
N -6.624 0.922 -2.568
O -8.018 1.096 -4.277
H -8.446 -0.232 -1.430
H -9.534 0.170 -2.808
H -6.495 0.955 -1.566
H -6.013 1.545 -3.077
N 7.434 -0.685 -3.829
C 7.990 -1.795 -4.204
N 7.489 -2.772 -3.583
O 8.767 -1.916 -5.086
H 7.706 0.227 -4.170
H 6.592 -0.744 -3.275
H 7.996 -3.633 -3.731
H 6.905 -2.568 -2.784
N -1.053 8.170 -4.027
C -0.920 7.143 -3.256
N -1.969 6.337 -3.448
O 0.035 6.907 -2.567
H -0.222 8.734 -4.130
H -1.907 8.333 -4.540
H -2.256 5.816 -2.631
H -2.727 6.623 -4.051
N -5.299 -2.917 3.577
C -5.177 -2.615 2.315
N -3.882 -2.591 2.098
O -6.058 -2.444 1.508
H -6.171 -2.944 4.087
H -4.447 -2.933 4.120
H -3.250 -2.533 2.883
H -3.720 -2.383 1.122
N 0.438 0.459 -1.247
C 1.497 0.331 -0.509
N 1.426 1.195 0.527
O 2.450 -0.442 -0.704
H 0.199 -0.309 -1.858
H -0.212 1.186 -0.985
H 2.247 1.153 1.114
H 0.678 1.871 0.585
N -5.665 -4.966 -3.897
C -4.395 -4.945 -4.329
N -4.170 -5.986 -5.061
O -3.592 -4.223 -3.787
H -6.275 -5.392 -4.581
H -5.857 -4.211 -3.255
H -4.905 -6.654 -5.242
H -3.218 -6.092 -5.383
N 5.541 8.778 3.627
C 4.805 8.390 2.581
N 4.160 7.243 2.736
O 4.825 9.099 1.616
H 6.251 9.490 3.536
H 5.507 8.370 4.551
H 3.751 6.943 1.863
H 3.941 6.869 3.648
N 1.034 -1.716 6.692
C -0.088 -2.068 7.240
N -0.189 -1.585 8.430
O -0.969 -2.711 6.703
H 1.445 -1.999 5.814
H 1.462 -0.927 7.155
H -0.961 -2.034 8.902
H 0.428 -0.827 8.685
N 1.801 -4.695 -4.575
C 2.214 -5.773 -5.254
N 3.483 -5.787 -5.338
O 1.499 -6.601 -5.782
H 2.502 -4.152 -4.091
H 0.816 -4.531 -4.427
H 3.962 -5.325 -4.578
H 3.895 -6.574 -5.818
N -5.047 3.456 2.712
C -3.784 3.597 2.400
N -3.081 3.874 3.434
O -3.246 3.586 1.259
H -5.288 3.076 3.616
H -5.772 3.768 2.082
H -3.493 3.822 4.355
H -2.125 4.187 3.341

Values from the calculation:
Net charge ... 0
Maximum force ... 7.03 eV/Å
M ... 660.62 g/mol
Energy relative to the best compared isomer or geometry (same formula, charge and spin) ... 222.3 kcal/mol
Lowest unoccupied orbital energy ... -0.1 eV
Gap between HOMO and LUMO ... 0.34468 Eh
SMILES ... NC(N)=O.NC(N)=O.NC(N)=O.NC(N)=O.NC(N)=O.NC(N)=O.NC(N)=O.NC(N)=O.NC(N)=O.NC(N)=O.NC(N)=O
Highest occupied orbital energy ... -0.3488 Eh
E ... -67429.0530 eV


Density functional theory data (ωB97M-V with the def2-TZVPD basis set) for a cluster of 11 separate species, C11H44N22O11 in total in a non-equilibrium geometry.

Element x y z (Å)
C -2.211 -3.357 3.157
O -3.154 -2.806 2.667
N -2.287 -4.360 3.997
N -0.988 -3.033 2.803
H -1.472 -4.929 4.173
H -3.163 -4.660 4.401
H -0.900 -2.429 1.998
H -0.139 -3.474 3.126
C 4.600 -0.506 1.455
O 5.036 -0.942 0.419
N 5.180 0.408 2.036
N 3.649 -0.893 2.243
H 4.826 0.749 2.919
H 6.003 0.736 1.552
H 3.151 -0.248 2.839
H 3.178 -1.776 2.104
C -2.991 1.804 -3.142
O -2.619 1.063 -4.032
N -2.351 2.099 -2.038
N -4.158 2.363 -3.196
H -1.580 1.483 -1.823
H -2.513 2.906 -1.452
H -4.484 2.955 -2.446
H -4.665 2.191 -4.053
C 3.656 2.044 -0.807
O 2.893 1.279 -1.428
N 4.893 2.296 -1.082
N 3.107 3.003 -0.031
H 5.430 1.902 -1.841
H 5.461 2.991 -0.619
H 3.654 3.728 0.411
H 2.149 2.864 0.256
C 0.510 0.092 4.368
O 1.437 0.216 3.587
N -0.705 -0.113 4.099
N 0.645 -0.149 5.646
H -1.433 -0.374 4.748
H -0.841 -0.191 3.102
H -0.252 -0.159 6.109
H 1.532 -0.070 6.123
C -0.498 -1.711 -4.058
O 0.242 -2.702 -4.057
N -0.258 -0.503 -4.494
N -1.809 -1.734 -3.906
H 0.711 -0.224 -4.558
H -1.016 0.164 -4.464
H -2.187 -0.831 -3.657
H -2.228 -2.636 -3.731
C -5.162 -0.554 -0.404
O -5.001 -0.767 -1.610
N -6.284 -0.448 0.192
N -4.188 -0.573 0.511
H -6.250 -0.478 1.201
H -7.137 -0.431 -0.348
H -3.292 -0.732 0.074
H -4.270 -0.715 1.508
C 1.816 4.085 4.037
O 0.703 3.857 4.603
N 2.553 5.151 4.441
N 2.364 3.400 3.109
H 3.241 5.353 3.729
H 2.357 5.730 5.244
H 3.248 3.577 2.655
H 1.770 2.597 2.957
C 0.207 -0.319 0.440
O -0.529 -0.885 1.158
N 1.255 0.393 0.715
N 0.232 -0.509 -0.867
H 1.326 0.344 1.721
H 2.044 0.315 0.090
H -0.586 -1.011 -1.183
H 0.919 0.005 -1.400
C 2.236 1.150 -5.575
O 1.261 1.803 -5.792
N 3.054 0.714 -6.502
N 2.720 0.990 -4.387
H 3.682 -0.076 -6.473
H 2.557 0.791 -7.378
H 2.190 1.342 -3.604
H 3.661 0.632 -4.313
C -2.859 -4.123 -1.191
O -2.501 -5.197 -1.579
N -2.153 -3.418 -0.268
N -3.937 -3.535 -1.530
H -2.265 -2.458 0.027
H -1.248 -3.858 -0.181
H -4.198 -2.661 -1.096
H -4.578 -4.003 -2.155

Values from the calculation:
Net charge ... +1
Maximum force ... 10.52 eV/Å
2S+1 ... 2
M ... 660.62 g/mol
Energy relative to the best compared isomer or geometry (same formula, charge and spin) ... 13.8 kcal/mol
Lowest unoccupied orbital energy (alpha / beta) ... -2.1 / -7.7 eV
Gap between HOMO and LUMO (alpha / beta) ... 0.34866 / 0.14201 Eh
Expectation value of S² ... 0.770
Highest occupied orbital energy (alpha / beta) ... -0.4249 / -0.4249 Eh
E ... -67423.3633 eV


Density functional theory data (ωB97M-V with the def2-TZVPD basis set) for a cluster of 11 separate species, C11H44O11 in total in a non-equilibrium geometry.

Element x y z (Å)
C 0.007 -3.987 -0.671
O 1.228 -3.314 -0.882
H -0.275 -4.526 -1.575
H 0.015 -4.726 0.131
H -0.836 -3.330 -0.456
H 1.629 -3.340 -0.010
C 1.871 -0.099 3.519
O 1.461 1.220 3.066
H 0.996 -0.572 3.966
H 2.208 -0.676 2.658
H 2.596 -0.224 4.324
H 0.852 1.057 2.341
C -3.883 0.350 -1.449
O -2.614 0.019 -0.940
H -4.163 1.332 -1.068
H -3.929 0.329 -2.538
H -4.619 -0.360 -1.071
H -1.959 0.313 -1.577
C 0.586 0.214 -0.055
O -0.275 0.372 1.083
H 1.572 -0.149 0.236
H 0.144 -0.537 -0.709
H 0.603 1.115 -0.668
H -1.139 0.624 0.747
C -0.677 1.937 -3.372
O -1.089 0.630 -3.137
H 0.046 2.111 -4.168
H -1.505 2.465 -3.846
H -0.307 2.446 -2.481
H -1.243 0.204 -3.983
C -2.004 3.594 -0.366
O -2.234 2.719 0.737
H -2.251 4.604 -0.036
H -0.946 3.554 -0.625
H -2.526 3.303 -1.277
H -3.181 2.584 0.827
C 4.021 -1.457 0.471
O 5.135 -1.961 -0.198
H 3.250 -2.223 0.392
H 4.300 -1.415 1.524
H 3.644 -0.514 0.076
H 5.716 -1.202 -0.293
C -2.173 0.951 4.110
O -2.688 -0.338 4.487
H -2.796 1.472 3.383
H -2.221 1.577 5.001
H -1.149 0.947 3.736
H -2.344 -0.650 5.327
C -3.900 -1.871 1.680
O -4.549 -1.400 2.851
H -4.551 -2.305 0.921
H -3.288 -1.083 1.239
H -3.198 -2.647 1.985
H -3.851 -1.059 3.414
C 3.758 2.163 -1.697
O 2.830 2.943 -0.917
H 3.116 1.421 -2.172
H 4.252 2.724 -2.491
H 4.524 1.667 -1.101
H 3.013 2.924 0.025
C 2.647 -1.392 -3.185
O 2.160 -2.686 -3.430
H 1.951 -0.669 -2.760
H 3.429 -1.401 -2.426
H 3.063 -0.812 -4.009
H 1.739 -2.958 -2.612

Values from the calculation:
Net charge ... 0
Maximum force ... 2.19 eV/Å
M ... 352.46 g/mol
Energy relative to the best compared isomer or geometry (same formula, charge and spin) ... 66.9 kcal/mol
Lowest unoccupied orbital energy ... 0.4 eV
Gap between HOMO and LUMO ... 0.35579 Eh
SMILES ... CO.CO.CO.CO.CO.CO.CO.CO.CO.CO.CO
Highest occupied orbital energy ... -0.3418 Eh
E ... -34637.5013 eV